Record 1
This record from the Open Molecules 2025 dataset describes 2 unconnected molecules or ions with the total composition C7H14N2. The level of theory is wB97M-V/def2-TZVPD.

Each atom is followed by the atoms it is bonded to, with distances in Å.
Geometry (Å):
1 C 2.16394 -1.81163 -0.60798  C2 1.489, H7 1.084, H8 1.092, H9 1.094
2 C 0.85802 -1.85259 -1.32206  C1 1.489, C3 1.363, N6 1.363
3 C 0.40886 -0.86519 -2.14786  C2 1.363, N4 1.369, H10 1.079
4 N -0.75839 -1.32820 -2.69234  C3 1.369, C5 1.352, H11 1.005
5 C -0.93818 -2.57727 -2.20665  N4 1.352, N6 1.302, H12 1.080
6 N 0.00763 -2.91571 -1.37824  C2 1.363, C5 1.302
7 H 2.30849 -2.57108 0.15244  C1 1.084
8 H 2.31621 -0.83756 -0.13902  C1 1.092
9 H 2.97751 -1.88043 -1.33614  C1 1.094
10 H 0.77235 0.14494 -2.25928  C3 1.079
11 H -1.27935 -0.91437 -3.44624  N4 1.005
12 H -1.77325 -3.22727 -2.42216  C5 1.080
13 C -0.67549 3.12784 2.09875  C14 1.519, H16 1.097, H17 1.094, H18 1.086
14 C -0.60603 1.63848 2.38773  C13 1.519, C15 1.535, H19 1.095, H20 1.090
15 C -0.59351 0.78793 1.11032  C14 1.535, H21 1.084, H22 1.085, H23 1.091
16 H -1.71163 3.45521 1.94490  C13 1.097
17 H -0.14509 3.41196 1.18543  C13 1.094
18 H -0.24451 3.72734 2.89530  C13 1.086
19 H 0.24485 1.33625 3.00774  C14 1.095
20 H -1.49472 1.32674 2.93677  C14 1.090
21 H 0.38238 0.73717 0.64211  C15 1.084
22 H -1.01145 -0.20619 1.23156  C15 1.085
23 H -1.20864 1.29364 0.36494  C15 1.091

Results
* charge: 0
* Kohn-Sham gap: 9.42 eV
* relative energy (zero: lowest compared OMol25 entry of this formula, charge and spin): 0.235 eV
* highest occupied orbital energy: -8.517 eV
* largest force on an atom: 0.0191 Eh/bohr
* calculated total energy: -10466.132 eV
* structure (SMILES): Cc1c[nH]cn1.CCC

Mulliken population analysis, charges in e, atoms 1 to 6: -1.1216, 0.7569, -0.5180, -0.0694, -0.2644, -0.6779

***

Record 2
This record from the Open Molecules 2025 dataset describes C7H14N2 in the gas phase in a non-equilibrium geometry. The level of theory is wB97M-V/def2-TZVPD.

Each atom is followed by the atoms it is bonded to, with distances in Å.
Geometry (Å):
1 C 0.34177 -2.04284 1.06655  C2 1.494, H10 1.090, H11 1.084, H12 1.139
2 C -0.46699 -1.22817 2.02333  C1 1.494, C3 1.513, H13 1.100, H14 1.103
3 C -0.21239 0.25847 1.89859  C2 1.513, N4 1.411, H15 1.112, H16 1.159
4 N -0.48003 0.72756 0.59486  C3 1.411, C5 1.434, C9 1.401
5 C -1.55429 0.37240 -0.28596  N4 1.434, C6 1.348, H17 1.089
6 C -1.23582 0.85970 -1.50190  C5 1.348, N7 1.337, H18 1.078
7 N 0.02445 1.30233 -1.56516  C6 1.337, C8 1.461, C9 1.410
8 C 1.00525 1.15058 -2.63738  N7 1.461, H19 1.062, H20 1.108, H21 1.100
9 C 0.56447 1.00715 -0.29662  N4 1.401, N7 1.410, H22 1.136, H23 1.150
10 H 1.41199 -1.89752 1.21099  C1 1.090
11 H 0.10622 -1.81267 0.03429  C1 1.084
12 H 0.15977 -3.15816 1.20567  C1 1.139
13 H -0.28955 -1.55299 3.05870  C2 1.100
14 H -1.53004 -1.48285 1.87701  C2 1.103
15 H -0.72380 0.87733 2.66826  C3 1.112
16 H 0.91734 0.42985 2.09155  C3 1.159
17 H -2.50338 -0.05526 0.03498  C5 1.089
18 H -1.81618 0.90199 -2.40878  C6 1.078
19 H 0.40648 1.12684 -3.51394  C8 1.062
20 H 1.62349 2.06831 -2.69281  C8 1.108
21 H 1.62435 0.24201 -2.59040  C8 1.100
22 H 1.30242 0.15006 -0.40463  C9 1.136
23 H 1.32447 1.75585 0.13281  C9 1.150

Results
* charge: 0
* Kohn-Sham gap: 7.47 eV
* relative energy (zero: lowest compared OMol25 entry of this formula, charge and spin): 2.190 eV
* highest occupied orbital energy: -6.378 eV
* largest force on an atom: 0.0967 Eh/bohr
* calculated total energy: -10464.177 eV
* structure (SMILES): CCCN1C=CN(C)C1

Mulliken population analysis, charges in e, atoms 1 to 6: -1.0754, -0.4003, -0.7599, 0.2143, -0.7172, -0.2612

***

Record 3
This record from the Open Molecules 2025 dataset describes 2 unconnected molecules or ions with the total composition C7H14N2 in a non-equilibrium geometry. The level of theory is wB97M-V/def2-TZVPD.

Each atom is followed by the atoms it is bonded to, with distances in Å.
Geometry (Å):
1 C 0.44986 -0.91548 2.49811  C2 1.557, H8 1.090, H9 1.073, H10 1.034
2 C 0.72662 0.10698 1.35726  C1 1.557, C3 1.462, H11 1.100, H12 1.092
3 C 0.81512 -0.67061 0.12205  C2 1.462, C4 1.439, N7 1.365
4 C 0.88189 -2.10188 -0.01187  C3 1.439, N5 1.388, H13 1.080
5 N 0.79770 -2.43572 -1.35671  C4 1.388, C6 1.400, H14 1.063
6 C 0.59656 -1.18955 -1.96271  N5 1.400, N7 1.330, H15 1.155
7 N 0.48826 -0.17634 -1.10758  C3 1.365, C6 1.330
8 H 0.80159 -1.90390 2.20105  C1 1.090
9 H -0.58373 -0.83147 2.77284  C1 1.073
10 H 0.89281 -0.65339 3.39483  C1 1.034
11 H -0.08360 0.83391 1.51874  C2 1.100
12 H 1.71205 0.53016 1.56391  C2 1.092
13 H 1.03343 -2.79478 0.80306  C4 1.080
14 H 0.63007 -3.42469 -1.70888  N5 1.063
15 H 0.55073 -1.30935 -3.11012  C6 1.155
16 C -2.42322 3.10509 -0.68829  C17 1.461, H18 1.059, H19 1.044, H20 1.084
17 C -1.44853 3.17716 0.39735  C16 1.461, H21 1.057, H22 1.092, H23 1.033
18 H -2.38164 2.20560 -1.24534  C16 1.059
19 H -3.38881 3.15191 -0.29329  C16 1.044
20 H -2.50343 3.92570 -1.39196  C16 1.084
21 H -1.65644 3.83717 1.19614  C17 1.057
22 H -0.37392 3.22930 0.21107  C17 1.092
23 H -1.24062 2.41797 1.06654  C17 1.033

Results
* charge: 0
* Kohn-Sham gap: 9.12 eV
* relative energy (zero: lowest compared OMol25 entry of this formula, charge and spin): 2.297 eV
* highest occupied orbital energy: -8.303 eV
* largest force on an atom: 0.0860 Eh/bohr
* calculated total energy: -10464.070 eV
* structure (SMILES): CCc1c[nH]cn1.CC

Mulliken population analysis, charges in e, atoms 1 to 6: -1.1218, 0.4682, 0.3176, -0.5235, -0.1242, -0.2514

***

Record 4
This record from the Open Molecules 2025 dataset describes C7H14N2 in the gas phase in a non-equilibrium geometry. The level of theory is wB97M-V/def2-TZVPD.

Each atom is followed by the atoms it is bonded to, with distances in Å.
Geometry (Å):
1 C -2.59769 -0.99950 0.06691  C2 1.575, H10 1.114, H11 1.142, H12 1.180
2 C -1.27976 -0.19355 -0.24207  C1 1.575, C3 1.527, N9 1.479, H13 1.115
3 C -1.31547 1.32558 -0.09230  C2 1.527, C4 1.557, H14 1.055, H15 1.081
4 C 0.21521 1.57615 0.04878  C3 1.557, C5 1.551, H16 1.136, H17 1.147
5 C 0.60441 0.37295 0.94713  C4 1.551, C6 1.604, N9 1.471, H18 1.104
6 C 1.89845 -0.46079 0.49532  C5 1.604, N7 1.474, C8 1.476, H19 1.105
7 N 3.01560 0.12844 -0.26438  C6 1.474, H20 1.156, H21 1.022
8 C 0.90805 -1.32899 -0.17165  C6 1.476, N9 1.468, H22 1.096, H23 1.069
9 N -0.22122 -0.79335 0.59853  C2 1.479, C5 1.471, C8 1.468
10 H -2.53264 -2.08895 -0.15622  C1 1.114
11 H -2.92285 -0.70631 1.12187  C1 1.142
12 H -3.49034 -0.50972 -0.52914  C1 1.180
13 H -0.92434 -0.31298 -1.29229  C2 1.115
14 H -1.73730 1.85466 -0.90216  C3 1.055
15 H -1.89968 1.76263 0.70556  C3 1.081
16 H 0.37231 2.63432 0.43220  C4 1.136
17 H 0.81534 1.49426 -0.92549  C4 1.147
18 H 0.52499 0.80963 1.95749  C5 1.104
19 H 2.38456 -0.88607 1.39177  C6 1.105
20 H 3.63381 -0.77348 -0.64028  N7 1.156
21 H 2.58939 0.47997 -1.12407  N7 1.022
22 H 0.79931 -1.01728 -1.21703  C8 1.096
23 H 1.15985 -2.36760 -0.20848  C8 1.069

Results
* charge: 0
* Kohn-Sham gap: 9.96 eV
* relative energy (zero: lowest compared OMol25 entry of this formula, charge and spin): 2.427 eV
* highest occupied orbital energy: -8.924 eV
* largest force on an atom: 0.0744 Eh/bohr
* calculated total energy: -10463.940 eV
* structure (SMILES): C[C@H]1CC[C@@H]2[C@H](N)CN21

Mulliken population analysis, charges in e, atoms 1 to 6: -1.2768, 0.4725, -0.9373, -0.6655, 0.1301, -0.4240

***

Record 5
This record from the Open Molecules 2025 dataset describes C7H14N2 in the gas phase in a non-equilibrium geometry. The level of theory is wB97M-V/def2-TZVPD.

Each atom is followed by the atoms it is bonded to, with distances in Å.
Geometry (Å):
1 C -0.70476 -3.10260 0.44218  C2 1.304, H10 1.087, H11 1.086
2 C 0.13476 -2.18723 0.04635  C1 1.304, C3 1.322
3 C 1.22877 -1.47629 -0.16690  C2 1.322, N4 1.361, H12 1.091
4 N 1.20370 -0.12012 -0.27833  C3 1.361, N5 1.399, C6 1.816
5 N 2.42929 0.52914 -0.09455  N4 1.399, H13 1.019, H14 1.016
6 C -0.37722 0.74730 -0.06521  N4 1.816, C7 1.523, C8 1.522, C9 1.526
7 C -0.25867 1.39401 1.30887  C6 1.523, H15 1.094, H16 1.093, H17 1.099
8 C -1.72591 0.05249 -0.19196  C6 1.522, H18 1.091, H19 1.100, H20 1.093
9 C -0.24749 1.76322 -1.19640  C6 1.526, H21 1.094, H22 1.099, H23 1.092
10 H -0.36943 -3.99360 0.96705  C1 1.087
11 H -1.76848 -3.01619 0.24111  C1 1.086
12 H 2.20311 -1.96593 -0.21312  C3 1.091
13 H 3.17534 -0.05090 0.28643  N5 1.019
14 H 2.73452 0.97867 -0.95314  N5 1.016
15 H -0.30320 0.63348 2.09426  C7 1.094
16 H 0.67952 1.94351 1.42168  C7 1.093
17 H -1.07891 2.10578 1.47536  C7 1.099
18 H -1.94669 -0.60474 0.65067  C8 1.091
19 H -2.53462 0.79835 -0.16931  C8 1.100
20 H -1.81040 -0.49951 -1.13132  C8 1.093
21 H -0.22948 1.26117 -2.16834  C9 1.094
22 H -1.10050 2.45537 -1.19296  C9 1.099
23 H 0.66674 2.35462 -1.11241  C9 1.092

Results
* charge: 0
* Kohn-Sham gap (spin up / spin down): 7.22 / 7.23 eV
* relative energy (zero: lowest compared OMol25 entry of this formula, charge and spin): 5.463 eV
* highest occupied orbital energy (spin up / spin down): -6.420 / -6.422 eV
* largest force on an atom: 0.0459 Eh/bohr
* calculated total energy: -10460.904 eV
* structure (SMILES): C=C=CN(N)C(C)(C)C

Mulliken population analysis, charges in e, atoms 1 to 6: -0.9640, -0.1104, 0.0150, 0.4027, -0.7682, 1.5783